The following is a DFT calculation (ωB97M-V with the def2-TZVPD basis set) of C16H43N5O15SZn2 as an isolated structure at a distorted geometry.

Summary:
HOMO energy (eV): -13.22
Frontier orbital gap (eV): 4.868

```
! wB97M-V def2-TZVPD RIJCOSX def2/J DEFGRID3
* xyz 2 1
C -17.489 14.667 10.248
O -18.907 8.414 8.529
C -20.829 6.310 12.138
S -19.494 9.684 8.056
H -18.306 10.170 11.092
H -23.140 13.632 11.616
C -16.954 7.314 3.976
H -25.223 10.721 8.204
O -22.644 10.656 9.751
H -18.077 7.634 7.170
C -16.464 9.885 10.110
H -16.052 7.814 3.622
N -22.889 9.882 7.661
H -25.229 10.650 9.895
O -20.458 4.953 12.553
N -17.820 12.973 8.598
H -21.084 12.906 7.577
H -16.298 11.866 5.343
O -20.314 9.531 6.899
H -17.144 11.463 11.468
Zn -19.477 10.752 5.619
H -17.282 14.517 11.307
O -21.370 12.803 8.488
H -22.200 7.418 2.551
H -14.673 9.645 7.767
H -21.685 6.215 11.471
H -22.203 9.175 2.241
O -19.497 6.476 10.029
C -17.271 10.386 11.355
O -18.568 10.611 7.470
H -17.302 8.923 12.506
H -21.367 14.919 10.357
H -15.486 10.365 10.054
H -18.044 15.589 10.072
N -17.525 7.305 6.391
C -22.308 8.404 3.004
C -18.356 13.572 9.642
Zn -20.987 11.698 10.254
H -16.553 14.671 9.689
H -21.201 6.771 13.053
H -18.249 12.122 8.263
O -16.464 8.494 9.916
H -17.216 8.315 9.347
C -15.015 11.563 6.967
O -14.405 12.104 7.897
O -19.310 13.128 10.257
H -19.133 7.140 9.439
H -16.898 10.224 9.170
C -15.159 10.112 6.910
H -21.881 9.829 7.621
O -18.021 9.063 5.134
H -23.489 9.866 6.849
H -20.480 8.076 10.939
H -17.079 13.431 8.087
H -14.611 9.686 6.069
C -17.541 7.966 5.194
H -16.216 9.849 6.891
N -15.639 12.253 6.004
O -20.176 10.379 9.115
C -24.859 10.104 9.027
H -25.285 9.107 8.923
H -23.256 13.631 8.235
C -21.164 8.670 3.940
H -19.950 4.516 11.865
C -22.248 13.864 8.580
H -17.503 7.541 3.063
O -16.786 9.733 12.496
H -23.055 15.123 10.130
O -22.551 13.301 10.934
H -19.075 7.348 11.828
C -22.269 14.368 10.091
H -17.354 6.319 6.257
H -20.024 7.740 5.213
O -20.577 9.723 4.291
H -23.236 8.375 3.575
H -15.756 13.227 6.244
C -23.365 10.187 8.861
H -21.074 6.690 4.255
C -19.948 7.162 11.203
H -22.009 14.712 7.938
N -20.812 7.603 4.597
H -17.052 6.237 4.112
*
```